## A
ORCA calculation (ωB97M-V with the def2-TZVPD basis set) on a gas-phase ion, C7H15N4 (charge +1).

Atoms and positions in Å:
1 C -2.85918 0.33820 -1.01338
2 C -2.56647 -0.64899 -0.15744
3 C -1.74576 -0.41185 1.10374
4 N -0.48097 0.01721 0.68226
5 N 0.08047 0.98285 1.20734
6 C 1.35133 1.28212 0.44701
7 C 1.45526 2.78271 0.15828
8 N 1.30199 0.46464 -0.67836
9 C 0.17998 -0.55912 -0.58408
10 N 0.59125 -1.87696 -0.52184
11 C 1.66062 -2.34587 0.28534
12 H -3.19263 0.21574 -1.93435
13 H -2.77077 1.45610 -0.71397
14 H -2.80397 -1.53369 -0.62299
15 H -1.66083 -1.42947 1.63510
16 H -2.19827 0.32324 1.81318
17 H 2.14316 0.94441 1.15627
18 H 2.29622 3.07706 -0.52706
19 H 1.67811 3.37480 1.10089
20 H 0.61833 3.14419 -0.43064
21 H 1.42514 0.85544 -1.63106
22 H -0.53687 -0.34533 -1.33679
23 H 0.01778 -2.50050 -1.07221
24 H 2.14709 -3.32034 -0.08449
25 H 1.35525 -2.62589 1.30399
26 H 2.51374 -1.66070 0.41523

Charge: +1
Multiplicity: 1
Frontier orbital gap: 8.40 eV

=====

## B
ORCA calculation (ωB97M-V with the def2-TZVPD basis set) on a gas-phase ion, C7H15N4 (charge +1).

Atoms and positions in Å:
1 C 2.11040 -0.98624 0.66023
2 C 0.35436 0.39121 0.16270
3 C 2.12394 -2.39411 0.50636
4 C -1.48623 0.93805 -1.44595
5 C -1.97558 -0.24785 0.76982
6 C 0.56481 2.84887 0.42415
7 C -0.97027 0.09022 -0.33001
8 N 2.62150 0.09408 0.93681
9 N 2.27790 1.30898 0.82804
10 N 1.01356 1.44865 0.47387
11 N -0.72838 -1.59713 -0.87760
12 H 1.11922 -2.86009 0.73563
13 H 2.53143 -2.77020 -0.49037
14 H 2.78681 -2.88528 1.23379
15 H -2.29257 0.48782 -1.82881
16 H -1.90142 1.85772 -1.03505
17 H -0.66296 1.28280 -2.06643
18 H -2.20867 0.67098 1.37776
19 H -2.93402 -0.58089 0.30379
20 H -1.57026 -1.08177 1.37560
21 H -0.11887 2.96837 -0.41067
22 H 0.14603 3.19272 1.36964
23 H 1.50283 3.39106 0.19074
24 H -1.56868 -2.09486 -0.44503
25 H 0.16658 -1.83402 -0.52198
26 H -0.90148 -1.63908 -1.89705

Charge: +1
Multiplicity: 1
Frontier orbital gap: 8.25 eV

=====

A wins, 0.1033 hartree ahead of the next structure.

=====

## A
ORCA calculation (ωB97M-V with the def2-TZVPD basis set) on a single C4H4BrN molecule.

Atoms and positions in Å:
1 H 0.93784 1.61581 2.09904
2 N 0.56314 0.70117 2.13148
3 C 0.17218 -0.02197 1.23210
4 C -0.08375 0.01897 -0.25686
5 C -0.66666 -1.38877 -0.08504
6 C -0.45009 -1.40901 1.24138
7 Br -0.98605 -2.54638 2.64453
8 H 0.73571 0.00037 -0.87589
9 H -0.66194 0.83918 -0.60235
10 H -1.22010 -1.93856 -0.88388

Charge: 0
Multiplicity: 1
Frontier orbital gap: 10.24 eV

=====

## B
ORCA calculation (ωB97M-V with the def2-TZVPD basis set) on a molecular structure, C4H4BrN.

Atoms and positions in Å:
1 C -1.13416 0.51609 0.72030
2 C -0.03833 -0.03888 0.17638
3 C 0.33622 1.58496 0.03506
4 C 0.41130 -1.33326 -0.36623
5 N -0.77049 1.95603 0.56919
6 Br 1.70214 2.43724 -0.85134
7 H -1.85787 0.06793 1.40288
8 H 0.16773 -2.19338 0.40624
9 H 1.34756 -1.45552 -0.86492
10 H -0.16408 -1.54121 -1.22756

Charge: 0
Multiplicity: 1
Frontier orbital gap: 8.51 eV

=====

## C
ORCA calculation (ωB97M-V with the def2-TZVPD basis set) on 2 unconnected molecules or ions with the total composition C4H4BrN.

Atoms and positions in Å:
1 N 0.75104 -0.79469 -2.24975
2 C 0.84706 0.27411 -1.93572
3 Br 1.13754 2.00696 -1.46722
4 C 1.11967 0.21835 1.51677
5 C 0.05877 -0.10622 1.02994
6 C -1.30837 -0.38606 0.49118
7 H 2.16002 0.38901 1.68476
8 H -1.10056 -1.43473 0.09045
9 H -1.49160 0.47752 -0.25470
10 H -2.17358 -0.64424 1.09428

Charge: 0
Multiplicity: 1
Frontier orbital gap: 10.21 eV

=====

## D
ORCA calculation (ωB97M-V with the def2-TZVPD basis set) on a single C4H4BrN molecule.

Atoms and positions in Å:
1 C 1.06648 0.09848 -0.12706
2 C -1.64430 -0.65874 0.26477
3 C 0.90189 -1.16857 0.08378
4 C -0.12237 1.08477 -0.13608
5 N -1.39160 0.50943 0.06387
6 Br 1.83812 -2.73485 0.20889
7 H 1.97949 0.64467 -0.33462
8 H -2.52682 -1.22064 0.43385
9 H 0.03560 1.83900 0.64184
10 H -0.13650 1.60645 -1.09926

Charge: 0
Multiplicity: 1
Frontier orbital gap (alpha / beta): 8.24 / 7.75 eV

=====

A wins, 0.0459 hartree ahead of the next structure.